Density functional theory data (ωB97M-V/def2-TZVPD) for a molecular structure, C41H28BrIN2O2PYb in a non-equilibrium geometry.

Summary:
- E_HOMO (spin up / spin down) (eV) = -13.26 / -13.26
- strongest force on any atom (Eh/bohr) = 0.0807
- Kohn-Sham gap (spin up / spin down) (eV) = 7.313 / 7.305
- total charge = +2
- 2S+1 = 2

Each line ends with the Mulliken charge.
CARTESIAN COORDINATES (ANGSTROEM)
Yb: -0.33 -0.23 -1.16  -0.10
C: -3.89 -1.81 1.34  -1.10
C: -2.64 -1.63 0.73  -0.23
N: -2.29 -0.52 0.10  0.15
C: -3.20 0.49 0.02  -0.04
C: -4.48 0.40 0.61  0.96
C: -4.81 -0.79 1.29  -0.75
C: -5.39 1.49 0.49  -0.92
C: -5.05 2.61 -0.18  -1.00
C: -3.77 2.75 -0.79  0.81
C: -3.39 3.91 -1.49  -0.68
C: -2.15 3.96 -2.08  -1.05
C: -1.30 2.86 -1.97  -0.08
N: -1.61 1.76 -1.30  0.37
C: -2.84 1.69 -0.71  0.40
H: -4.12 -2.74 1.83  0.48
H: -1.90 -2.42 0.76  0.61
H: -5.78 -0.89 1.75  0.51
H: -6.36 1.39 0.95  0.47
H: -5.75 3.43 -0.28  0.47
H: -4.07 4.74 -1.55  0.52
H: -1.82 4.83 -2.62  0.47
H: -0.33 2.87 -2.46  0.34
I: 2.28 0.78 -2.22  0.30
C: 3.86 1.46 -0.78  -0.15
C: 4.94 1.95 -1.47  -0.69
C: 6.08 2.38 -0.79  -0.93
C: 6.11 2.30 0.57  -0.85
C: 5.00 1.81 1.29  0.89
C: 5.11 1.77 2.70  -0.80
C: 4.09 1.32 3.48  -1.33
C: 2.91 0.91 2.86  -0.55
C: 2.75 0.92 1.48  1.95
P: 1.06 0.31 1.04  0.04
C: -0.01 1.39 2.06  1.19
C: -0.12 2.66 1.50  -0.97
C: -0.91 3.63 2.08  -0.72
C: -1.61 3.33 3.25  -0.68
C: -1.52 2.07 3.80  -0.82
C: -0.74 1.09 3.21  -0.18
C: 1.15 -1.44 1.61  1.50
C: 0.91 -1.97 2.87  -0.47
C: 1.05 -3.33 3.08  -0.89
C: 1.45 -4.18 2.06  -0.68
C: 1.71 -3.65 0.80  -0.82
C: 1.56 -2.30 0.57  -0.24
C: 3.80 1.37 0.63  0.69
H: 4.93 1.99 -2.55  0.42
H: 6.92 2.76 -1.35  0.42
H: 6.98 2.61 1.12  0.42
H: 6.03 2.10 3.14  0.44
H: 4.18 1.28 4.56  0.47
H: 2.10 0.56 3.47  0.28
H: 0.44 2.89 0.59  0.37
H: -0.99 4.61 1.64  0.53
H: -2.21 4.09 3.73  0.46
H: -2.06 1.83 4.71  0.48
H: -0.71 0.10 3.65  0.26
H: 0.63 -1.34 3.69  0.23
H: 0.86 -3.73 4.07  0.48
H: 1.58 -5.23 2.24  0.44
H: 2.03 -4.30 0.00  0.51
H: 1.83 -1.90 -0.41  0.26
Br: -1.34 -7.00 -3.86  -0.14
C: -0.79 -5.26 -4.38  -0.28
C: -0.36 -5.01 -5.68  -0.30
C: 0.02 -3.73 -6.05  -0.73
C: -0.04 -2.69 -5.14  -0.46
C: -0.46 -2.94 -3.84  0.32
C: -0.84 -4.23 -3.45  -0.24
C: -0.50 -1.89 -2.83  1.09
O: -0.46 -2.18 -1.59  -0.41
O: -0.54 -0.65 -3.13  -0.62
H: -0.32 -5.82 -6.39  0.44
H: 0.35 -3.55 -7.06  0.43
H: 0.27 -1.69 -5.42  0.47
H: -1.18 -4.41 -2.44  0.56